Record 1
Computed, not measured: a structure of composition FeH12O6, with ωB97M-V with the def2-TZVPD basis set.

## Properties
total charge	+3
HOMO-LUMO gap (spin up / spin down)	0.197 / 0.234	Eh
F_max	6.66	eV/Å
DFT total energy	-1720.46682	a.u.
multiplicity	10

Atoms and positions in Å:
Fe (-0.131, 0.020, 0.118)
O (-1.237, 1.560, -0.523)
H (-0.820, 2.303, -0.959)
H (-2.076, 1.903, -0.216)
O (1.209, -1.380, 0.516)
H (2.117, -1.247, 0.791)
H (1.135, -2.326, 0.385)
O (1.251, 0.523, -1.307)
H (2.044, 1.055, -1.239)
H (1.291, 0.144, -2.185)
O (-1.362, -0.929, 1.386)
H (-0.929, -1.605, 1.907)
H (-2.267, -0.928, 1.698)
O (-1.011, -1.091, -1.311)
H (-1.072, -2.046, -1.300)
H (-1.652, -0.817, -1.967)
O (0.948, 1.333, 1.258)
H (0.755, 2.270, 1.276)
H (1.809, 1.258, 1.671)

Record 2
Computed, not measured: the molecule C6H8O2, with ωB97M-V with the def2-TZVPD basis set.

## Properties
total charge	0
HOMO-LUMO gap	0.321	Eh
F_max	1.75	eV/Å
DFT total energy	-383.76167	a.u.

Atoms and positions in Å:
C (-0.844, 1.520, 0.950)
C (0.299, -1.765, 0.816)
C (0.576, -0.004, -1.049)
C (-0.620, 0.689, -0.250)
C (0.957, -0.614, 0.143)
O (1.534, 0.683, -1.770)
C (-0.960, 0.055, -1.383)
O (-1.672, -0.384, -2.264)
H (1.131, 1.076, -2.556)
H (1.902, -0.281, 0.574)
H (-1.737, 2.130, 0.788)
H (-1.015, 0.921, 1.852)
H (-0.001, 2.189, 1.136)
H (0.058, -1.525, 1.857)
H (-0.609, -2.082, 0.306)
H (1.000, -2.607, 0.848)

Record 3
Computed, not measured: the molecule C7H12O, with ωB97M-V with the def2-TZVPD basis set.

## Properties
total charge	0
HOMO-LUMO gap	0.335	Eh
SMILES	C[C@@]12COC[C@@]1(C)C2
F_max	2.02	eV/Å
DFT total energy	-349.01528	a.u.

Atoms and positions in Å:
C (2.048, 0.234, 0.179)
C (0.643, 0.419, -0.467)
C (0.307, -0.901, -1.100)
O (0.019, -1.799, -0.004)
C (-0.299, -0.954, 1.114)
C (-0.720, 0.403, 0.555)
C (-2.040, 0.166, -0.233)
C (-0.061, 1.677, 0.025)
H (2.341, -0.834, 0.253)
H (2.831, 0.720, -0.434)
H (2.162, 0.613, 1.205)
H (-0.557, -0.917, -1.769)
H (1.181, -1.369, -1.573)
H (-1.165, -1.416, 1.620)
H (0.525, -0.901, 1.829)
H (-2.917, 0.607, 0.277)
H (-1.970, 0.626, -1.206)
H (-2.170, -0.933, -0.312)
H (-0.653, 2.251, -0.655)
H (0.495, 2.307, 0.697)